(1)
84
Properties=species:S:1:pos:R:3 method="wB97M-V/def2-TZVPD" multiplicity=4 largest_force_ev_per_a=5.1 s_squared=3.768 gap_ev="5.218 / 4.317" total_charge=+2 e_lumo_ev="-7.91 / -8.81" molar_mass_da=814.79 de_lowest_kcal_mol=16.8
Re -1.368 -1.108 0.657
C 0.722 -1.134 1.208
C -0.144 -0.971 2.350
C -0.678 -2.993 1.338
C 0.345 -2.358 0.556
C -0.976 -2.137 2.451
C 1.998 -0.407 0.948
H 1.936 0.650 1.229
H 2.293 -0.467 -0.163
H 2.818 -0.893 1.498
C 1.106 -3.032 -0.531
H 1.883 -3.680 -0.105
H 1.579 -2.304 -1.204
H 0.445 -3.684 -1.110
C -0.993 -4.457 1.318
H -0.975 -4.862 2.347
H -0.222 -4.953 0.716
H -1.983 -4.656 0.888
C -1.690 -2.630 3.665
H -1.229 -3.575 4.004
H -2.751 -2.854 3.477
H -1.613 -1.881 4.451
C -0.020 0.094 3.386
H 0.786 -0.138 4.093
H -0.945 0.203 3.957
H 0.199 1.054 2.911
C 2.592 2.801 -0.703
C 3.055 3.897 -0.094
C 2.225 5.037 0.398
C 1.125 5.541 -0.559
C -0.243 4.955 -0.518
C -0.656 3.831 0.063
C 0.205 2.656 0.308
C 1.177 2.360 -0.875
H 2.944 5.865 0.537
H 1.526 5.495 -1.580
H 1.816 4.834 1.392
H 0.777 2.823 -1.801
H 3.275 2.131 -1.232
H 4.137 3.993 0.036
H 1.193 1.263 -1.047
H 0.728 2.745 1.285
H -1.697 3.794 0.379
H -0.449 1.770 0.431
H 0.969 6.610 -0.339
H -0.990 5.593 -0.994
P -2.474 0.492 -0.762
P -3.568 -1.702 0.736
C -4.364 0.260 -0.827
C -4.591 -1.216 -0.767
H -4.762 0.710 -1.741
H -4.794 0.786 0.047
H -5.644 -1.490 -0.642
H -4.213 -1.728 -1.667
C -4.326 -3.325 0.877
H -4.016 -3.806 1.812
H -4.034 -3.933 0.016
H -5.411 -3.153 0.874
C -4.295 -0.819 2.183
H -5.379 -0.916 2.139
H -4.028 0.238 2.245
H -3.949 -1.291 3.105
C -1.937 -0.032 -2.460
H -1.287 0.745 -2.888
H -2.859 -0.119 -3.060
H -1.386 -0.981 -2.476
C -2.696 2.198 -1.393
H -3.199 2.807 -0.644
H -3.320 2.174 -2.293
H -1.733 2.639 -1.647
F 4.415 1.217 -3.233
C 5.033 0.443 -2.295
F 6.282 0.152 -2.748
F 5.178 1.216 -1.173
C 4.122 -0.828 -1.963
O 2.905 -0.455 -1.572
C 3.952 -1.671 -3.311
F 5.131 -1.935 -3.942
F 3.345 -2.866 -3.079
F 3.157 -1.011 -4.185
C 4.942 -1.704 -0.921
F 6.137 -2.106 -1.432
F 5.180 -0.998 0.219
F 4.252 -2.817 -0.548

(2)
77
Properties=species:S:1:pos:R:3 method="wB97M-V/def2-TZVPD" multiplicity=1 largest_force_ev_per_a=1.5 gap_ev=6.983 total_charge=+2 e_lumo_ev=-6.45 molar_mass_da=666.10 de_lowest_kcal_mol=1.3
Hf -0.084 -0.259 0.563
C 4.013 -1.049 -0.682
C 3.898 -0.647 0.798
C 5.201 -0.087 1.369
P 2.415 0.394 1.036
C 2.278 1.083 2.741
C 2.260 -0.062 3.760
C 3.291 2.176 3.077
C 2.339 1.787 -0.131
C 3.462 2.333 -0.753
C 3.355 3.317 -1.722
C 4.574 3.928 -2.361
C 2.068 3.711 -2.102
C 0.941 3.185 -1.502
C 1.060 2.240 -0.490
N -0.106 1.715 0.194
C -1.206 2.603 0.510
C -1.041 3.978 0.611
C -2.115 4.805 0.898
C -3.396 4.301 1.110
C -4.564 5.203 1.417
C -3.539 2.922 1.080
C -2.472 2.072 0.797
P -2.608 0.290 1.074
C -4.028 -0.448 0.162
C -5.352 -0.369 0.918
C -4.099 0.174 -1.237
C -2.804 0.059 2.898
C -2.095 1.165 3.677
C -2.236 -1.315 3.275
H 4.711 -1.883 -0.771
H 4.390 -0.231 -1.293
H 3.060 -1.368 -1.110
H 3.639 -1.545 1.365
H 5.453 0.899 0.979
H 6.010 -0.767 1.093
H 5.182 -0.030 2.456
H 1.291 1.562 2.724
H 3.257 -0.488 3.888
H 1.595 -0.883 3.475
H 1.931 0.304 4.734
H 4.297 1.770 3.182
H 3.022 2.640 4.028
H 3.310 2.960 2.318
H 4.451 1.994 -0.469
H 5.492 3.592 -1.879
H 4.539 5.016 -2.302
H 4.630 3.661 -3.418
H 1.950 4.450 -2.887
H -0.042 3.506 -1.824
H -0.064 4.418 0.456
H -1.949 5.875 0.955
H -4.364 6.226 1.102
H -4.769 5.222 2.489
H -5.470 4.864 0.915
H -4.513 2.497 1.301
H -3.754 -1.500 0.053
H -5.614 0.648 1.208
H -5.359 -0.995 1.811
H -6.144 -0.733 0.260
H -4.420 1.215 -1.192
H -4.821 -0.380 -1.838
H -3.140 0.142 -1.759
H -3.871 0.075 3.117
H -1.032 1.232 3.409
H -2.145 0.939 4.742
H -2.531 2.148 3.510
H -1.148 -1.346 3.140
H -2.661 -2.137 2.697
H -2.406 -1.524 4.332
C -0.164 -3.775 -1.145
C -0.123 -2.465 -0.481
O -0.136 -1.351 -1.173
O -0.089 -2.327 0.798
H -1.217 -4.033 -1.298
H 0.287 -4.530 -0.507
H 0.313 -3.719 -2.120

(3)
79
Properties=species:S:1:pos:R:3 method="wB97M-V/def2-TZVPD" multiplicity=2 largest_force_ev_per_a=3.6 s_squared=0.755 gap_ev="7.404 / 3.012" total_charge=+2 e_lumo_ev="-6.18 / -10.56" molar_mass_da=591.54
C -0.853 1.868 1.830
N -0.078 0.764 2.019
C 0.331 0.469 3.274
C -0.269 1.075 4.366
C -1.188 2.110 4.166
C -1.484 2.566 2.874
Y 0.924 -0.297 0.234
C 1.601 -0.753 -2.296
O 2.135 -0.567 -3.308
C 1.296 -0.695 3.508
N 1.265 -1.707 2.392
C 0.216 -2.758 2.646
C -1.190 -2.201 2.816
C -0.400 2.683 0.635
P -0.263 1.991 -1.084
C 0.559 3.503 -1.903
C -0.450 4.501 -2.500
C -2.043 1.562 -1.881
C -1.755 1.008 -3.290
C -2.674 0.479 -1.007
C -3.017 2.742 -1.884
C 1.395 4.317 -0.909
C 1.499 2.982 -2.993
C 2.580 -2.440 2.297
C 3.689 -1.535 1.741
H -0.063 0.660 5.356
H -1.690 2.559 5.018
H -1.944 3.560 2.708
H -0.858 3.657 0.701
H -3.641 0.168 -1.409
H -2.111 -0.452 -0.938
H -2.857 0.810 0.018
H -4.010 2.365 -2.185
H -3.100 3.180 -0.876
H -2.735 3.516 -2.602
H -2.705 0.720 -3.767
H -1.287 1.774 -3.921
H -1.092 0.128 -3.257
H 0.114 5.390 -2.832
H -0.970 4.083 -3.372
H -1.170 4.827 -1.736
H 0.768 4.677 -0.095
H 2.296 3.856 -0.487
H 1.720 5.217 -1.437
H 0.962 2.467 -3.789
H 2.024 3.831 -3.450
H 2.261 2.289 -2.614
H 2.331 -0.342 3.668
H 1.020 -1.194 4.456
H 0.253 -3.445 1.782
H 0.471 -3.344 3.552
H 2.448 -3.310 1.622
H 2.904 -2.870 3.279
H 4.670 -2.001 1.872
H 3.552 -1.370 0.661
H 3.725 -0.554 2.231
H -1.882 -3.046 2.887
H -1.307 -1.618 3.739
H -1.518 -1.597 1.959
C 3.762 1.551 -0.191
H 4.646 1.307 0.438
H 3.584 2.663 -0.208
H 4.158 1.259 -1.189
O 2.668 0.736 0.166
H 0.604 3.102 0.757
O 0.120 -2.205 -2.612
C -0.442 -2.549 -1.546
O -0.507 -1.855 -0.443
C -1.048 -3.922 -1.477
C -0.657 -4.946 -2.367
C -1.078 -6.271 -2.163
C -1.904 -6.594 -1.070
C -2.314 -5.567 -0.193
C -1.889 -4.254 -0.420
H 0.008 -4.733 -3.201
H -0.772 -7.094 -2.836
H -2.215 -7.633 -0.864
H -2.953 -5.786 0.667
H -2.173 -3.462 0.269